[1]
Below is one molecule with the formula F2H2NOP in a non-equilibrium geometry, with properties calculated with ωB97M-V/def2-TZVPD.

Computed properties:
SMILES = N=P(O)(F)F
HOMO energy = -10.038 eV
HOMO-LUMO gap = 0.385 Eh
E_tot = -672.36123 a.u.

XYZ file:
```
7
Properties=species:S:1:pos:R:3:lowdin_charge:R:1
P -0.490 0.771 -0.574 0.51
F -1.130 0.801 -2.008 -0.11
F -0.373 2.403 -0.357 -0.18
O -1.660 0.582 0.412 -0.06
N 0.767 -0.285 -0.329 -0.19
H 1.712 0.011 -0.693 -0.01
H -1.604 0.095 1.163 0.04
```

***

[2]
Below is one molecule with the formula C6H11N in a non-equilibrium geometry, with properties calculated with ωB97M-V/def2-TZVPD.

Computed properties:
SMILES = C/C=C/C/C=C/N
HOMO energy = -7.911 eV
HOMO-LUMO gap = 0.335 Eh
E_tot = -289.91654 a.u.

XYZ file:
```
18
Properties=species:S:1:pos:R:3:lowdin_charge:R:1
N -1.606 2.040 -2.654 0.03
C 0.490 -0.549 -0.832 -0.22
C -0.312 0.702 -1.080 -0.13
C 0.312 -1.070 0.592 -0.13
C -0.800 0.979 -2.287 -0.23
C 0.630 -0.394 1.693 -0.18
C 0.842 -1.021 3.027 -0.12
H 1.551 -0.334 -0.974 0.11
H -1.842 2.672 -1.904 0.08
H 1.015 0.608 1.525 0.10
H 0.322 -0.502 3.842 0.07
H -0.357 1.373 -0.236 0.09
H -2.392 1.898 -3.266 0.08
H 0.088 -2.131 0.669 0.10
H 0.346 -1.414 -1.478 0.10
H -0.680 0.215 -3.040 0.11
H 0.495 -2.048 3.108 0.07
H 1.897 -1.025 3.296 0.07
```

***

[3]
Below is a 2-piece molecular cluster, C3H11N2O2S overall in a non-equilibrium geometry, with properties calculated with ωB97M-V/def2-TZVPD.

Computed properties:
HOMO energy = -13.241 eV
HOMO-LUMO gap = 0.370 Eh
Net charge = +1
E_tot = -778.86804 a.u.

XYZ file:
```
19
Properties=species:S:1:pos:R:3:lowdin_charge:R:1
S -0.107 -0.068 2.419 0.76
O -0.896 -0.689 -2.408 0.10
O 2.908 1.259 0.694 -0.05
N 0.608 0.762 -0.942 0.22
N -2.688 -0.723 -0.994 0.22
C -0.561 0.147 -0.231 -0.29
C -1.411 -0.484 -1.332 -0.51
C -0.045 -0.887 0.791 -0.48
H 1.094 1.456 -0.373 0.14
H 0.985 -1.150 0.543 0.08
H 0.321 1.251 -1.795 0.18
H 3.808 1.004 0.928 0.07
H -2.974 -0.563 -0.044 0.12
H 1.270 0.050 -1.229 0.16
H -1.026 0.960 0.261 0.12
H 0.056 -1.143 3.197 -0.12
H -3.322 -1.220 -1.598 0.14
H 2.585 1.858 1.367 0.05
H -0.606 -1.819 0.746 0.10
```

***

Record order is preserved below.
ΔE to the lowest compared entry with this formula, charge and spin: 33.1, 34.6, 14.7 kcal per mole